{
  "formula": "C24H38MoN9OS",
  "method": "the ωB97M-V functional and the def2-TZVPD basis",
  "multiplicity": 3,
  "lumo_energy_ha": [-0.3441, -0.3628],
  "total_charge": 3,
  "energy_ev": -53629.9288,
  "elements": ["Mo", "N", "C", "C", "N", "C", "C", "N", "C", "C", "N", "H", "H", "H", "H", "H", "H", "H", "H", "H", "H", "H", "H", "H", "H", "H", "H", "H", "H", "C", "C", "N", "N", "C", "O", "C", "C", "C", "C", "C", "C", "C", "C", "C", "C", "C", "N", "H", "H", "H", "H", "H", "H", "H", "H", "H", "H", "H", "H", "C", "N", "C", "C", "N", "C", "S", "H", "H", "H", "H", "H", "H", "H", "H"],
  "xyz": [[0.0502, 0.5316, 0.0388], [-1.1232, 3.2526, -0.4086], [0.1999, 3.4854, 0.1283], [1.3906, 3.3373, -0.8233], [1.5871, 1.8348, -1.1172], [2.9316, 1.2629, -0.7947], [3.1361, 0.9513, 0.6857], [1.9890, 0.1372, 1.1992], [1.3156, 1.5737, -2.5684], [-0.1593, 1.6948, -2.8939], [-0.9366, 0.8096, -1.9866], [-1.3825, 4.0131, -1.0317], [-1.8010, 3.2896, 0.3514], [1.5447, 2.4408, 1.1177], [0.2630, 4.4445, 0.6464], [2.4721, 5.1294, -0.5119], [1.2181, 3.8310, -1.7773], [3.7431, 1.8839, -1.1760], [2.9933, 0.3128, -1.3227], [3.2502, 1.8466, 1.2969], [4.0715, 0.3996, 0.7835], [1.9924, 0.1500, 2.2173], [2.1585, -0.8390, 0.9397], [1.6352, 0.5565, -2.7843], [1.9011, 2.2466, -3.2007], [-0.3144, 1.4343, -3.9411], [-0.5094, 2.7108, -2.7594], [-0.9972, -0.1254, -2.3824], [-1.8911, 1.1485, -1.9110], [-1.5088, 1.5585, 4.1281], [-0.8170, 1.5746, 2.8174], [-0.9934, 0.6270, 1.9008], [-1.9406, -0.2942, 2.1301], [-2.1589, -1.0050, 1.0555], [-1.3847, -0.7527, 0.0157], [-3.2455, -1.9607, 0.9810], [-3.8326, -2.4477, 2.1537], [-4.8814, -3.3422, 2.0724], [-5.3598, -3.7448, 0.8303], [-4.7855, -3.2544, -0.3377], [-3.7244, -2.3738, -0.2670], [0.1202, 2.5611, 2.4071], [0.8055, 3.5184, 3.0749], [1.9768, 4.2157, 2.5644], [2.6580, 4.3265, 1.3916], [2.5345, 4.1085, -0.1192], [0.5280, 2.3733, 1.0425], [-2.4695, 1.0587, 4.0369], [-0.9186, 0.9945, 4.8569], [-1.6401, 2.5667, 4.5164], [-3.4491, -2.1200, 3.1105], [-5.3353, -3.7245, 2.9762], [-6.1845, -4.4422, 0.7701], [-5.1763, -3.5577, -1.2993], [-3.2748, -1.9841, -1.1718], [0.5523, 3.7217, 4.1079], [2.4917, 4.7163, 3.3779], [3.5950, 4.8591, 1.5319], [3.5101, 3.7682, -0.4680], [1.0901, -4.6727, -0.0184], [0.9782, -4.3230, -1.4178], [0.7766, -5.3773, -2.4258], [0.7060, -4.5966, -3.7484], [0.7263, -3.2026, -3.2778], [0.9574, -3.1268, -1.9680], [1.3227, -1.6562, -1.1437], [1.8919, -5.3989, 0.1131], [0.1578, -5.1198, 0.3297], [1.3081, -3.7874, 0.5703], [-0.1419, -5.9236, -2.2092], [1.6079, -6.0803, -2.3939], [-0.2019, -4.8011, -4.3105], [1.5640, -4.7917, -4.3901], [0.8368, -2.4321, -3.9107]],
  "atomic_forces_ev_per_a": [[1.0, -0.1, 0.0], [0.0, -0.1, 0.1], [-0.2, 0.0, -0.4], [-0.2, 0.2, 0.2], [-0.1, -0.3, -0.2], [0.2, -0.1, 0.2], [0.0, 0.1, -0.3], [-0.2, -0.3, -0.4], [-0.1, 0.1, -0.3], [0.2, 0.0, 0.0], [0.3, 0.1, 0.0], [0.0, 0.0, 0.0], [0.0, 0.0, 0.0], [0.0, -0.3, -0.1], [0.1, -0.1, 0.1], [0.0, 0.0, 0.0], [0.0, -0.1, 0.0], [0.0, 0.0, 0.0], [0.0, 0.0, -0.1], [0.0, 0.0, 0.1], [0.0, 0.0, 0.1], [-0.2, 0.1, 0.0], [0.0, 0.0, 0.1], [0.1, 0.0, 0.1], [0.0, 0.0, 0.1], [-0.1, 0.0, 0.0], [-0.1, 0.1, 0.0], [0.0, -0.1, 0.1], [0.0, 0.0, 0.1], [-0.1, 0.1, 0.0], [-0.4, -0.8, -0.2], [0.5, 0.7, 0.2], [-0.6, -0.7, 0.1], [0.1, 0.6, 1.0], [-0.5, -0.4, -0.5], [0.0, -0.3, -0.3], [0.1, 0.1, 0.0], [-0.1, 0.0, 0.0], [0.1, 0.0, 0.0], [-0.1, -0.1, 0.0], [0.1, 0.1, 0.0], [0.5, 0.6, 0.1], [-0.5, -0.4, -0.1], [0.4, 0.1, -0.1], [-0.1, 0.1, 0.1], [0.0, -0.2, -0.1], [-0.1, 0.5, 0.2], [0.0, 0.0, 0.0], [0.0, 0.0, 0.0], [0.0, 0.0, 0.0], [-0.1, 0.0, 0.0], [0.0, 0.0, 0.0], [0.0, 0.0, 0.0], [0.0, 0.0, 0.0], [0.0, 0.0, 0.0], [0.0, 0.0, 0.0], [0.0, 0.0, 0.0], [0.0, 0.0, 0.0], [0.0, 0.0, 0.0], [0.0, -0.1, 0.2], [0.0, 0.0, -0.1], [0.0, -0.1, -0.1], [0.0, 0.0, 0.0], [-0.1, -0.2, -0.1], [-0.3, -0.1, 0.0], [0.4, 0.6, 0.2], [0.0, 0.0, 0.0], [0.0, 0.0, 0.0], [0.0, 0.0, 0.0], [0.0, 0.0, 0.0], [0.0, 0.0, 0.0], [0.0, 0.0, 0.0], [0.0, 0.0, 0.0], [0.1, 0.1, 0.1]]
}